Entry from the OMol25 dataset: a molecular structure, C31H49LaN2O6P4 at a distorted geometry (ωB97M-V with the def2-TZVPD basis set).

```
93
Properties=species:S:1:pos:R:3
La 0.519 -0.713 -0.268
C 4.100 2.062 2.492
C 2.532 1.849 2.691
C 2.432 0.442 3.230
P 1.404 2.062 1.255
C 1.931 3.685 0.563
C 1.214 3.821 -0.768
C 1.739 4.952 1.451
C -0.243 2.327 1.933
C -0.392 3.049 3.118
C -1.651 3.245 3.698
C -2.711 2.797 3.016
C -2.627 1.992 1.873
C -1.373 1.780 1.265
N -1.222 1.166 -0.019
C -2.055 1.618 -1.071
C -2.383 2.974 -1.198
C -3.371 3.414 -2.101
C -4.001 2.458 -2.907
C -3.656 1.101 -2.816
C -2.755 0.692 -1.855
P -2.433 -1.058 -1.472
C -3.817 -1.674 -0.336
C -3.498 -1.898 1.141
C -5.170 -0.871 -0.465
C -2.434 -2.105 -3.034
C -1.947 -1.217 -4.257
C -3.542 -3.114 -3.349
H 4.623 1.571 3.333
H 4.361 3.109 2.397
H 4.365 1.455 1.610
H 2.209 2.552 3.424
H 3.127 -0.224 2.655
H 1.435 0.012 3.183
H 2.768 0.428 4.297
H 3.047 3.616 0.415
H 0.809 4.819 -0.872
H 0.439 3.097 -0.836
H 1.954 3.630 -1.564
H 0.777 5.355 1.283
H 2.456 5.614 1.064
H 1.775 4.714 2.537
H 0.524 3.453 3.599
H -1.869 3.842 4.576
H -3.729 2.936 3.320
H -3.451 1.546 1.356
H -1.899 3.654 -0.469
H -3.609 4.455 -2.153
H -4.787 2.793 -3.595
H -4.194 0.303 -3.390
H -4.080 -2.579 -0.851
H -4.032 -1.205 1.767
H -2.386 -1.803 1.313
H -3.707 -2.935 1.432
H -4.950 0.127 -0.764
H -5.589 -0.737 0.546
H -5.881 -1.341 -1.123
H -1.608 -2.753 -2.845
H -2.675 -0.434 -4.555
H -1.863 -1.916 -5.154
H -0.969 -0.725 -4.057
H -4.617 -2.852 -3.165
H -3.417 -4.022 -2.702
H -3.391 -3.490 -4.422
C 3.310 1.220 -2.843
C 4.389 0.329 -2.685
C 3.865 -0.951 -2.548
C 2.420 -0.845 -2.692
C 2.075 0.509 -2.918
H 3.385 2.278 -2.807
H 5.443 0.624 -2.618
H 4.468 -1.866 -2.416
H 1.823 -1.731 -2.545
H 1.116 0.931 -3.155
N 2.345 -5.347 1.149
C 2.017 -3.833 1.563
C 2.081 -3.826 3.084
P 0.332 -3.522 0.889
O 0.628 -3.105 -0.650
O -0.135 -2.176 1.532
O -0.569 -4.667 1.137
P 3.115 -2.807 0.653
O 4.544 -3.005 1.236
O 3.248 -3.475 -0.758
O 2.697 -1.320 0.656
H 1.445 -5.770 0.873
H 2.794 -5.797 1.975
H 2.992 -5.306 0.369
H 2.029 -2.841 3.501
H 2.921 -4.455 3.400
H 1.138 -4.354 3.350
H 2.364 -3.478 -1.155
H 5.164 -2.315 1.022
```

Maximum force (Eh/bohr): 0.0963
E_LUMO (eV): -0.70
HOMO level (eV): -6.1
Calculated total energy (a.u.): -3168.7989
Relative energy (zero: lowest compared OMol25 entry of this formula, charge and spin) (kJ/mol): 171.3
Gap between HOMO and LUMO (eV): 5.40
Net charge: 0

Mulliken atomic charges, in units of e: 2.27, -1.84, 0.48, -1.30, 0.60, 0.52, -0.85, -1.92, 1.04, -0.48, -1.15, -0.82, -0.53, -1.22, 2.20, -1.66, 0.08, -1.02, -0.85, -0.10, 0.06, 0.77, 0.10, -0.94, -1.46, 0.50, -1.25, -1.39, 0.44, 0.39, 0.35, 0.40, 0.01, 0.31, 0.54, 0.70, 0.40, -0.16, 0.04, 0.46, 0.56, 0.25, 0.03, 0.39, 0.40, 0.56, 0.39, 0.46, 0.36, 0.46, 0.66, 0.41, -0.12, 0.27, 0.39, 0.36, 0.30, 0.20, 0.31, 0.41, 0.17, 0.21, 0.35, 0.36, -0.83, -0.69, -1.15, -0.76, -0.53, 0.53, 0.39, 0.41, 1.20, 0.69, -0.14, 0.26, -1.55, 0.98, -0.95, -0.97, -0.81, 0.23, -0.63, -0.58, -0.13, 0.37, 0.34, 0.42, 0.25, 0.48, 0.47, 0.46, 0.40



Entry from the OMol25 dataset: a molecular structure, C31H50BCl3NO2OsPSiTe at a distorted geometry (ωB97M-V with the def2-TZVPD basis set).

```
92
Properties=species:S:1:pos:R:3
Os -1.018 0.940 -1.051
C -4.739 -5.884 -3.937
C -4.277 -4.721 -3.143
C -5.063 -4.128 -2.168
C -4.585 -3.049 -1.422
C -5.431 -2.491 -0.316
C -3.260 -2.570 -1.651
Te -2.551 -1.150 -0.233
C -2.422 -3.260 -2.560
C -0.956 -2.914 -2.705
C -2.998 -4.283 -3.322
H -5.777 -6.165 -3.757
H -4.119 -6.777 -3.784
H -4.613 -5.641 -4.991
H -6.086 -4.513 -1.945
H -6.369 -3.065 -0.226
H -5.680 -1.427 -0.507
H -4.893 -2.497 0.618
H -0.856 -2.112 -3.444
H -0.376 -3.778 -3.068
H -0.558 -2.588 -1.766
H -2.367 -4.784 -4.071
C -0.775 -0.999 6.788
C -0.775 0.527 6.902
C -2.153 0.969 7.432
C 0.339 0.996 7.864
C -0.653 1.155 5.531
C -0.647 2.533 5.384
C -0.837 3.143 4.140
C -0.849 2.317 3.020
O -0.927 2.675 1.673
B -0.955 1.413 1.016
O -0.717 0.266 1.962
C -0.680 0.921 3.159
C -0.525 0.342 4.405
H -0.969 -1.512 7.734
H 0.141 -1.390 6.388
H -1.561 -1.383 6.126
H -2.333 0.615 8.430
H -2.914 0.572 6.744
H -2.241 2.060 7.457
H 0.256 0.553 8.868
H 0.324 2.071 7.952
H 1.288 0.688 7.443
H -0.571 3.129 6.284
H -0.938 4.215 4.003
H -0.395 -0.716 4.432
Cl -3.164 1.574 -3.599
Si -2.822 2.299 -1.566
Cl -4.505 2.371 -0.387
Cl -2.201 4.230 -1.726
C 2.088 -1.206 -0.087
C 2.859 -0.702 -1.369
C 4.400 -0.710 -1.034
C 2.617 -1.752 -2.485
P 2.244 0.991 -1.933
N 0.598 1.088 -1.500
C 2.245 1.311 -3.787
C 1.154 0.425 -4.449
C 1.828 2.793 -4.163
C 3.663 1.060 -4.399
C 2.941 2.387 -0.972
C 4.307 2.758 -1.564
C 3.043 2.098 0.554
C 1.973 3.610 -1.020
H 2.525 -2.152 0.167
H 1.032 -1.420 -0.332
H 2.104 -0.529 0.747
H 4.658 -1.762 -0.825
H 4.675 -0.216 -0.088
H 5.015 -0.317 -1.837
H 2.805 -2.740 -2.058
H 3.223 -1.622 -3.395
H 1.567 -1.760 -2.830
H 0.272 0.271 -3.810
H 1.536 -0.530 -4.782
H 0.765 0.903 -5.334
H 0.873 3.059 -3.705
H 1.730 2.893 -5.239
H 2.497 3.579 -3.841
H 4.276 0.335 -3.829
H 4.245 1.974 -4.525
H 3.519 0.621 -5.403
H 4.947 1.843 -1.706
H 4.834 3.417 -0.884
H 4.301 3.286 -2.528
H 3.753 1.311 0.862
H 2.033 1.853 1.005
H 3.404 3.035 1.011
H 2.017 4.160 -1.969
H 2.259 4.283 -0.237
H 0.929 3.297 -0.838
```

Maximum force (Eh/bohr): 0.2070
E_LUMO (alpha / beta) (eV): 0.30 / -1.40
HOMO level (alpha / beta) (eV): -5.2 / -7.2
Calculated total energy (a.u.): -3811.5272
Relative energy (zero: lowest compared OMol25 entry of this formula, charge and spin) (kJ/mol): 72.8
Gap between HOMO and LUMO (alpha / beta) (eV): 5.55 / 5.81
Multiplicity: 5
Net charge: 0
Expectation value of S²: 6.022

Mulliken atomic charges, in units of e: 3.30, -1.56, 0.81, -1.04, 1.10, -1.70, -0.24, -0.06, 0.94, -1.15, -0.86, 0.35, 0.32, 0.35, 0.17, 0.35, 0.33, 0.33, 0.29, 0.38, 0.05, 0.36, -2.08, 1.78, -1.60, -1.60, 0.38, -0.33, -1.82, 0.75, -0.33, -0.54, -0.41, 0.20, -0.62, 0.38, 0.41, 0.42, 0.44, 0.38, 0.36, 0.41, 0.32, 0.39, 0.45, 0.46, 0.65, -0.35, 0.34, -0.27, -0.30, -1.55, 2.51, -1.76, -1.46, -0.12, -1.38, 1.98, -1.65, -1.89, -1.67, 1.94, -1.82, -1.47, -1.65, 0.64, -0.14, 0.34, 0.51, 0.27, 0.29, 0.56, 0.30, 0.00, -0.01, 0.34, 0.61, 0.38, 0.59, 0.31, 0.25, 0.35, 0.46, 0.22, 0.53, 0.23, 0.18, 0.03, 0.63, 0.29, 0.55, 0.23



- Among the records above, which one has the lowest relative energy (zero: lowest compared OMol25 entry of this formula, charge and spin)?
  C31H50BCl3NO2OsPSiTe



- Which formula does entry 1 have?
  C31H49LaN2O6P4



- The highest maximum force belongs to which entry?
  C31H50BCl3NO2OsPSiTe